The following is a DFT calculation (ωB97M-V/def2-TZVPD) of 18 unconnected molecules or ions with the total composition C68H185N13O21 in a non-equilibrium geometry.

Values from the calculation:
HOMO level (spin up / spin down) (eV): 0.369 / -6.867
Largest force on an atom (Eh/bohr): 0.0593
HOMO-LUMO gap (spin up / spin down) (eV): 1.2 / 8.5
Energy (eV): -135870.71105
2S+1: 2
Total charge: -1

Cartesian coordinates (Å):
C  -17.224892  23.810862  -15.761121
O  -17.175777  24.766247  -16.839416
C  -16.296362  24.361549  -17.910497
C  -16.324441  25.347934  -19.081423
N  -17.627412  25.387797  -19.694429
C  -17.753408  26.396273  -20.724540
C  -16.973505  26.066630  -22.029808
O  -15.760149  26.770777  -21.963435
C  -14.899227  26.645201  -23.072116
H  -16.296568  23.767603  -15.191542
H  -17.471644  22.806766  -16.106086
H  -18.062629  24.013203  -15.093764
H  -16.582391  23.377492  -18.281870
H  -15.238810  24.367826  -17.646615
H  -15.626661  24.843454  -19.749781
H  -15.830898  26.276264  -18.793816
H  -18.362520  25.405223  -19.002040
H  -17.642127  27.451261  -20.474109
H  -18.822075  26.353770  -20.934902
H  -17.574142  26.267842  -22.916856
H  -16.772658  24.995565  -22.054004
H  -15.342529  27.104441  -23.955673
H  -14.706344  25.585291  -23.237879
H  -13.899143  27.048793  -22.913849
C  -12.892322  26.102600  -17.646236
O  -12.596562  24.733716  -17.716567
C  -12.303137  24.127666  -16.459478
C  -11.959488  22.573299  -16.747032
N  -11.410445  21.902121  -15.582751
C  -11.286404  20.442367  -15.755739
C  -10.147406  19.990571  -16.659087
O  -8.839401  20.256108  -16.075082
C  -7.798459  19.779346  -16.936294
H  -12.051780  26.592125  -17.154363
H  -13.907738  26.173515  -17.256365
H  -12.811176  26.379759  -18.697276
H  -13.047651  24.339384  -15.692040
H  -11.376774  24.581526  -16.107399
H  -11.294488  22.604039  -17.610128
H  -12.889717  22.036418  -16.932844
H  -10.475690  22.284327  -15.566795
H  -12.211886  20.107343  -16.224080
H  -11.135861  19.953165  -14.793387
H  -10.241139  20.558185  -17.584893
H  -10.265015  18.937467  -16.914483
H  -7.963694  18.741445  -17.225361
H  -6.846027  19.902296  -16.420684
H  -7.767254  20.258889  -17.914645
C  -17.923840  30.737236  -19.336883
O  -16.518919  30.609698  -19.158500
C  -16.148870  29.571363  -18.350513
C  -14.653130  29.363206  -18.455822
N  -13.873621  30.299238  -17.631666
C  -12.425848  29.913498  -17.560225
C  -11.684379  30.770937  -16.480419
O  -10.309308  30.360111  -16.405923
C  -9.561876  30.827756  -15.369874
H  -18.332126  29.816409  -19.753397
H  -18.074240  31.573336  -20.019840
H  -18.445832  30.868744  -18.389084
H  -16.743262  28.667096  -18.481274
H  -16.304280  29.797611  -17.295639
H  -14.413039  29.476661  -19.512982
H  -14.461228  28.335035  -18.148997
H  -13.986088  31.205346  -18.063433
H  -11.885728  30.091913  -18.490022
H  -12.277040  28.883604  -17.235765
H  -12.218020  30.587917  -15.547768
H  -11.674351  31.847442  -16.651123
H  -8.489814  30.691645  -15.512185
H  -9.921213  30.436792  -14.417960
H  -9.670226  31.907389  -15.266185
C  -12.409769  15.358671  -16.588324
C  -13.310133  16.400744  -17.194728
C  -14.122496  17.171038  -16.167038
O  -15.160022  16.321051  -15.606116
C  -16.326779  16.185269  -16.483293
N  -12.427550  17.302574  -17.995762
H  -13.132125  14.673752  -16.144252
H  -11.773198  15.791656  -15.816697
H  -11.786875  14.838486  -17.315997
H  -13.982503  15.874329  -17.872150
H  -14.614429  18.109960  -16.421050
H  -13.422997  17.426492  -15.371085
H  -17.009686  15.430444  -16.093473
H  -15.975064  15.896084  -17.473628
H  -17.073363  16.974904  -16.398461
H  -11.889413  16.752331  -18.649780
H  -12.974302  17.862325  -18.634397
C  -9.587340  23.448309  -20.752865
C  -8.515899  22.698829  -19.992092
C  -7.558715  21.890862  -20.834629
O  -6.854517  20.915718  -19.970831
C  -6.017807  20.107951  -20.786977
N  -7.845229  23.629250  -19.150033
H  -10.340773  22.822719  -21.231475
H  -9.114980  24.103764  -21.484543
H  -10.159316  24.064420  -20.059072
H  -9.006529  21.996408  -19.318306
H  -6.919071  22.517000  -21.456645
H  -8.137152  21.318610  -21.559911
H  -6.515027  19.519272  -21.557903
H  -5.695259  19.391440  -20.031538
H  -5.139763  20.613187  -21.189317
H  -7.128514  23.088249  -18.687719
H  -7.422690  24.218797  -19.852887
C  -11.723626  20.105796  -20.184354
C  -13.173946  20.344858  -19.719089
C  -13.801800  21.644839  -20.287842
O  -13.787689  21.572739  -21.712741
C  -14.543984  22.604459  -22.400654
N  -13.898795  19.108540  -20.065335
H  -11.602183  20.189564  -21.264323
H  -11.407511  19.111424  -19.869086
H  -11.133553  20.900275  -19.727511
H  -13.227420  20.529434  -18.646163
H  -13.154822  22.486905  -20.041976
H  -14.793036  21.802655  -19.862814
H  -14.715104  22.404385  -23.458388
H  -14.005881  23.546113  -22.291912
H  -15.511074  22.701694  -21.907336
H  -13.849195  19.162430  -21.072675
H  -14.871749  19.318564  -19.893975
C  -12.712529  15.908823  -22.289020
C  -11.621728  16.855584  -21.815240
C  -10.655835  16.197037  -20.817137
O  -9.856611  17.235041  -20.222342
C  -8.776595  16.813431  -19.479563
N  -10.867724  17.374084  -22.947211
H  -12.406213  14.925788  -22.646661
H  -13.291351  16.441056  -23.043868
H  -13.406664  15.651601  -21.488955
H  -12.059761  17.740684  -21.353900
H  -9.903981  15.610058  -21.344652
H  -11.208642  15.621606  -20.074592
H  -9.183128  16.574972  -18.496733
H  -8.143954  17.685974  -19.316716
H  -8.065211  16.053550  -19.802989
H  -11.429683  17.946955  -23.560502
H  -10.274799  18.108238  -22.587267
C  -9.348337  12.649249  -17.831808
C  -8.441416  12.618296  -16.610154
C  -8.888517  13.703092  -15.633116
O  -8.586051  15.004394  -16.160273
C  -8.818186  15.980419  -15.142796
N  -8.430690  11.257825  -16.089694
H  -10.341878  12.347705  -17.500076
H  -9.090155  11.946464  -18.623989
H  -9.359827  13.673474  -18.204524
H  -7.487243  12.727613  -17.125633
H  -8.240685  13.413613  -14.805702
H  -9.869330  13.518732  -15.194822
H  -8.080380  15.763797  -14.370264
H  -9.841355  15.961444  -14.767469
H  -8.601731  16.967581  -15.551170
H  -8.224222  10.636289  -16.858572
H  -7.627484  11.135365  -15.489728
C  -2.271003  18.941789  -15.394521
C  -2.578307  17.929040  -14.264754
C  -3.674531  16.863788  -14.545672
O  -4.904734  17.484910  -15.001096
C  -5.512909  18.297654  -13.974217
N  -1.377104  17.215577  -13.950390
H  -3.072117  19.670254  -15.519649
H  -2.302930  18.537134  -16.406123
H  -1.333079  19.447834  -15.165807
H  -2.935775  18.441460  -13.371593
H  -3.800808  16.138046  -13.742274
H  -3.208765  16.206017  -15.279488
H  -4.947642  19.212194  -13.794842
H  -5.589485  17.710161  -13.059295
H  -6.527005  18.578265  -14.258738
H  -0.679701  17.816221  -13.534530
H  -0.816560  16.853345  -14.708470
C  -0.237097  22.376914  -16.960648
C  -1.363524  23.373996  -17.182858
C  -2.793740  22.848997  -17.000019
O  -2.803436  21.486325  -17.446960
C  -4.063500  20.938485  -17.856773
N  -1.160319  24.583272  -16.393039
H  -0.114833  21.520694  -17.623998
H  -0.446169  21.877598  -16.014560
H  0.715202  22.906106  -16.995019
H  -1.269224  23.679693  -18.224853
H  -3.454891  23.430351  -17.642687
H  -3.140231  22.776862  -15.969080
H  -3.928580  19.982484  -18.362697
H  -4.603174  21.566874  -18.565283
H  -4.734589  20.843025  -17.003176
H  -1.963669  25.193906  -16.436192
H  -1.049056  24.258143  -15.443296
C  -9.594743  23.286286  -11.741051
C  -10.870481  23.913668  -11.199747
C  -11.763394  24.746612  -12.166595
O  -10.978543  25.767080  -12.826833
C  -11.814967  26.708623  -13.488730
N  -11.641371  22.742417  -10.665629
H  -9.762673  22.472949  -12.447029
H  -8.987707  22.775815  -10.993357
H  -9.063733  24.081560  -12.264166
H  -10.565681  24.567585  -10.382685
H  -12.634497  25.149226  -11.649686
H  -12.058586  24.134124  -13.018550
H  -12.357468  26.231606  -14.304968
H  -11.222918  27.451878  -14.022737
H  -12.551065  27.220089  -12.868517
H  -11.990299  22.257104  -11.479760
H  -12.437819  22.897410  -10.064177
C  -5.120986  16.200542  -19.459239
C  -5.767702  15.379326  -18.276361
C  -4.845839  14.464232  -17.445780
O  -4.097166  13.541798  -18.230787
C  -4.805095  12.721469  -19.136377
N  -6.454842  16.282952  -17.404745
H  -4.455686  15.565765  -20.044499
H  -4.401829  16.945329  -19.118343
H  -5.916073  16.656119  -20.049480
H  -6.508267  14.716217  -18.723522
H  -5.500527  13.895558  -16.785409
H  -4.129812  14.998820  -16.821581
H  -5.349426  13.239886  -19.925718
H  -5.501249  12.089795  -18.584611
H  -4.069281  12.177034  -19.728202
H  -5.830292  16.583067  -16.669907
H  -7.229179  15.760213  -17.021007
C  -6.297456  23.573529  -15.811642
C  -7.774328  23.797503  -15.265596
C  -8.198155  25.263795  -15.058996
O  -7.267083  25.845331  -14.144435
C  -7.584490  27.113043  -13.618831
N  -8.750534  23.186693  -16.151846
H  -5.980821  22.533221  -15.886372
H  -5.637581  24.145969  -15.159727
H  -6.056734  24.063197  -16.755240
H  -7.907133  23.297456  -14.306216
H  -9.139437  25.283725  -14.509705
H  -8.300607  25.797896  -16.003633
H  -8.286348  26.937909  -12.803462
H  -8.136985  27.712531  -14.342341
H  -6.752700  27.690815  -13.215825
H  -8.378604  22.248404  -16.189043
H  -8.514700  23.542366  -17.067254
C  -9.115019  18.814549  -13.035054
C  -10.225434  19.358762  -12.147707
O  -10.353728  18.577075  -10.967124
H  -9.049953  19.456069  -13.913877
H  -9.236977  17.750590  -13.238042
H  -8.147641  18.956207  -12.553161
H  -11.200571  19.301596  -12.631391
H  -10.144794  20.382804  -11.783101
H  -10.557227  19.148553  -10.223076
C  -16.273344  20.193797  -17.593218
C  -16.739626  19.140790  -18.600198
O  -16.675167  19.641465  -19.881389
H  -16.540709  19.844037  -16.596082
H  -16.857426  21.067894  -17.881148
H  -15.205645  20.381974  -17.705955
H  -17.779509  18.833591  -18.488976
H  -16.123596  18.245521  -18.515899
H  -17.554403  19.984426  -20.057219
C  -14.741049  22.615419  -12.879757
C  -14.159737  21.472199  -13.687158
O  -12.864664  21.350583  -13.339054
H  -15.802169  22.618925  -13.128961
H  -14.248663  23.554572  -13.132055
H  -14.691060  22.406640  -11.811112
H  -14.372657  21.705893  -14.730305
H  -14.785396  20.588051  -13.564904
H  -12.352105  21.788065  -14.022799
C  -15.111069  27.891176  -13.659681
C  -14.455843  28.566997  -14.872526
O  -14.904453  29.885155  -14.947292
H  -16.200842  27.885497  -13.681249
H  -14.824905  28.267970  -12.677720
H  -14.853685  26.834821  -13.582444
H  -14.674527  28.088807  -15.827304
H  -13.374927  28.616776  -14.741178
H  -14.524231  30.269453  -15.740610
C  -9.246195  26.677508  -18.815109
C  -8.781123  28.118569  -18.704123
O  -8.011210  28.464274  -19.817987
H  -8.456013  25.948972  -18.633573
H  -9.724289  26.635634  -19.793767
H  -10.090146  26.521874  -18.143078
H  -8.155254  28.166210  -17.812980
H  -9.557300  28.857941  -18.506673
H  -7.459944  29.217950  -19.595105

Cartesian forces (eV/Å) of the 2 atoms listed first:
C -0.35 0.00 -0.65
O 0.45 -0.60 0.19

Atomic partial charges in e from the Mulliken method, atoms 1 to 6: -0.798, -0.276, 0.361, 0.698, -0.305, -0.368